*one*
C4H12N2O | ωB97M-V/def2-TZVPD

ORCA input file:
```
! RIJCOSX wB97M-V def2-TZVPD def2/J DEFGRID3
* xyz 0 1
C 0.161 -0.966 -0.256
C -1.302 -0.951 0.303
C -2.190 0.407 0.064
O -2.044 1.047 -1.610
N 1.238 -1.017 0.735
C 2.279 -0.224 0.358
N 2.015 1.257 0.571
H 0.071 -1.564 -1.093
H 0.244 0.107 -0.801
H -1.305 -1.108 1.426
H -1.773 -1.889 -0.104
H -1.654 1.388 0.243
H -3.082 0.292 0.748
H -2.832 0.359 -1.013
H 0.131 0.755 -1.375
H 3.085 -0.353 1.140
H 2.774 -0.345 -0.636
H 2.870 1.643 1.052
H 1.365 1.051 1.328
*
```

Computed properties:
HOMO	-7.9923	eV
LUMO energy	-0.9774	eV
molecular weight	104.15	g mol⁻¹

=====

*two*
C4H12N2O | ωB97M-V/def2-TZVPD

ORCA input file:
```
! RIJCOSX wB97M-V def2-TZVPD def2/J DEFGRID3
* xyz 0 1
N 0.842 -0.867 2.468
C -0.271 -0.765 1.536
C 0.020 -1.110 0.078
C 0.097 -0.006 -0.975
N 1.334 0.758 -0.818
C -1.187 0.856 -1.055
O -1.260 1.677 -2.182
H 1.395 -0.031 2.443
H 1.421 -1.667 2.268
H -0.640 0.244 1.606
H -1.103 -1.365 1.915
H -0.704 -1.855 -0.272
H 0.958 -1.623 -0.039
H 0.111 -0.523 -1.945
H 1.379 1.464 -1.546
H 1.252 1.250 0.072
H -2.027 0.160 -1.077
H -1.251 1.404 -0.097
H -0.366 2.000 -2.380
*
```

Computed properties:
HOMO	-9.2921	eV
LUMO energy	0.7821	eV
molecular weight	104.15	g mol⁻¹

=====

*three*
C4H12N2O | ωB97M-V/def2-TZVPD

ORCA input file:
```
! RIJCOSX wB97M-V def2-TZVPD def2/J DEFGRID3
* xyz 0 1
N -0.218 2.768 1.758
C -0.293 1.385 1.979
C 0.714 0.568 1.711
C 0.841 -0.932 1.903
C 0.714 -1.654 0.546
N 2.021 -1.623 -0.128
H -1.110 3.200 1.618
H 0.601 3.063 1.261
H -1.232 1.024 2.359
H 1.634 1.082 1.461
H 1.853 -1.145 2.240
H 0.073 -1.219 2.575
H 0.385 -2.683 0.757
H -0.056 -1.262 -0.096
H 2.383 -0.684 0.032
H 1.898 -1.696 -1.130
O -3.103 -0.474 -5.933
H -3.919 0.002 -6.165
H -2.608 0.259 -5.534
*
```

Computed properties:
HOMO	-7.9920	eV
LUMO energy	0.8976	eV
molecular weight	104.15	g mol⁻¹

=====

*four*
C4H12N2O | ωB97M-V/def2-TZVPD

ORCA input file:
```
! RIJCOSX wB97M-V def2-TZVPD def2/J DEFGRID3
* xyz 0 1
N 0.699 0.751 -2.413
C 1.238 0.619 -1.043
C 0.268 1.279 -0.066
N -1.061 0.685 -0.042
C -1.317 -0.219 1.148
C -0.237 -1.269 1.133
O -0.710 -2.367 1.938
H -0.140 0.178 -2.506
H 1.403 0.438 -3.068
H 2.218 1.133 -1.092
H 1.544 -0.445 -0.830
H 0.821 1.375 0.926
H 0.326 2.323 -0.401
H -1.769 1.378 -0.225
H -1.508 0.347 2.062
H -2.313 -0.655 0.954
H -0.193 -1.573 0.086
H 0.741 -0.949 1.503
H -0.012 -3.031 1.935
*
```

Computed properties:
HOMO	-8.8231	eV
LUMO energy	0.8489	eV
molecular weight	104.15	g mol⁻¹

=====

Relative energies with respect to the most stable structure, expressed in kJ/mol: *one* 972.5; *two* 0.0; *three* 38.0; *four* 45.8.